No. 1
# C18H26BrF5N3O13P

C18H26BrF5N3O13P in the gas phase (wB97M-V/def2-TZVPD, the OMol25 dataset).

The geometry in XYZ format:
```
67
Properties=species:S:1:pos:R:3:forces:R:3:mulliken_charge:R:1
C -0.2716 0.3530 5.0302 0.255 0.042 0.188 -0.936
C -0.7649 1.2729 3.9459 0.061 -0.596 0.054 0.738
O -0.7582 2.4614 4.0106 -0.105 0.487 0.017 -0.529
O -1.3120 0.6350 2.8623 0.140 0.145 -0.148 -0.255
C -0.4151 -0.1035 2.0226 -0.186 -0.142 0.022 -1.305
C -0.4266 0.5220 0.6192 0.138 -0.190 -0.020 2.413
C -0.0871 2.0168 0.7028 -0.047 0.299 0.209 -1.307
C 1.2791 2.3954 1.2710 0.076 0.119 0.047 -1.053
O 2.3149 2.2497 0.2911 -0.040 -0.174 0.142 -0.521
O -1.7723 0.2542 0.1855 0.122 0.122 -0.211 -0.261
C -2.5139 1.2461 -0.5018 0.043 0.170 -0.137 0.549
C -3.2250 2.1675 0.4957 -0.177 0.149 0.118 -0.350
O -4.1698 3.0155 -0.1524 0.040 -0.134 -0.009 -0.292
O -3.4370 4.0734 -0.7791 0.140 -0.087 -0.076 -0.397
C -3.6036 0.5961 -1.4002 -0.003 0.005 -0.018 -1.195
O -3.3883 -0.7983 -1.6450 0.210 0.117 0.018 -0.315
C -4.2985 -1.5920 -1.0713 -0.245 0.428 0.111 0.905
F -5.5337 -1.4020 -1.5770 -0.166 0.064 -0.146 -0.290
F -3.9697 -2.8408 -1.2697 0.322 -0.765 -0.134 -0.253
F -4.4146 -1.3792 0.2497 0.075 0.022 0.274 -0.240
C 0.6108 -0.1905 -0.3018 -0.218 0.465 0.069 0.571
C 0.3624 0.0393 -1.7970 0.152 -0.414 -0.034 -1.401
C 1.0637 1.1985 -2.5091 -0.283 0.126 -0.166 0.549
O 0.4498 1.2485 -3.8131 0.261 0.171 -0.009 -0.589
C 2.5671 1.0189 -2.6195 0.200 0.029 -0.088 -0.996
N 3.2299 2.2591 -3.0258 -0.080 -0.067 -0.025 -0.613
O 0.5579 -1.6241 -0.0406 0.302 -0.302 0.008 -0.436
C 1.7682 -2.2886 0.0607 -0.294 0.005 -0.385 -0.115
O 2.7499 -1.7542 -0.8857 0.192 0.032 -0.058 -0.322
C 2.8687 -2.2969 -2.0566 -0.253 0.243 1.088 0.614
N 3.0163 -2.7776 -3.0831 0.105 -0.323 -0.940 -0.579
N 1.4533 -3.6708 -0.2659 0.054 0.029 0.843 0.565
C 2.2538 -4.7355 0.1641 0.326 1.030 -0.570 0.427
O 1.9307 -5.7449 0.6526 -0.277 -0.857 0.153 -0.438
F 3.5389 -4.4528 -0.1360 -0.134 0.034 0.238 -0.227
C 0.0399 -3.9772 -0.3399 0.661 0.216 -0.737 0.527
O -0.6559 -4.3219 0.5249 -0.562 -0.224 0.633 -0.410
F -0.3240 -3.8723 -1.6063 -0.248 0.063 -0.044 -0.235
P 2.5898 -1.7465 1.7257 0.325 -0.103 -0.410 0.029
O 4.0463 -2.4439 1.6673 -0.054 0.087 0.322 -0.531
Br 1.4773 -3.1066 3.0536 -0.152 -0.102 0.090 -0.192
H -1.0891 -0.2855 5.3766 0.073 0.093 -0.092 0.297
H 0.1179 0.9515 5.8574 -0.095 -0.151 -0.149 0.366
H 0.5237 -0.3051 4.6586 -0.176 0.081 0.031 0.168
H 0.5943 -0.1043 2.4496 -0.153 0.001 -0.097 0.314
H -0.7845 -1.1303 1.9600 0.095 0.141 -0.031 0.540
H -0.1832 2.5127 -0.2699 0.062 -0.150 0.178 0.274
H -0.8237 2.4823 1.3660 0.326 -0.166 -0.124 0.298
H 1.5321 1.8326 2.1782 -0.110 0.013 -0.121 0.286
H 1.2179 3.4499 1.5690 0.081 -0.173 -0.062 0.440
H 3.0666 1.7897 0.6817 -0.075 0.229 0.036 0.322
H -1.8598 1.8412 -1.1548 -0.103 -0.138 0.150 0.167
H -3.8178 1.5534 1.1860 0.096 0.095 -0.136 0.263
H -2.5377 2.7913 1.0701 -0.237 -0.153 -0.066 0.325
H -3.3542 3.7592 -1.6931 -0.103 0.096 0.070 0.340
H -4.5853 0.7309 -0.9404 0.125 0.072 -0.138 0.554
H -3.6105 1.0701 -2.3862 -0.047 -0.005 0.205 0.387
H 1.6011 0.1705 -0.0109 -0.199 -0.055 -0.081 0.862
H -0.7099 0.1118 -1.9729 0.022 0.009 -0.034 -0.230
H 0.6711 -0.8697 -2.3316 -0.085 0.106 0.112 0.564
H 0.8628 2.1722 -2.0478 0.109 -0.213 0.061 0.084
H 1.1059 1.0418 -4.4909 -0.148 -0.047 0.180 0.451
H 2.9815 0.7288 -1.6489 -0.140 0.057 -0.151 0.144
H 2.7475 0.1809 -3.3179 -0.011 0.016 0.159 0.617
H 3.0636 2.4711 -4.0033 0.013 -0.003 0.085 0.267
H 4.2316 2.1900 -2.8970 -0.062 -0.005 -0.058 0.253
H 4.0931 -3.3645 1.9623 0.066 0.033 -0.203 0.346
```
Forces are in eV/Å.

Properties
HOMO energy ... -9.703 eV
Kohn-Sham gap ... 9.302 eV

=====

No. 2
# C18H26Cl5KN3O2SSbSe2

A molecular structure, C18H26Cl5KN3O2SSbSe2 (wB97M-V/def2-TZVPD, the OMol25 dataset).

The geometry in XYZ format:
```
59
Properties=species:S:1:pos:R:3:forces:R:3:mulliken_charge:R:1
K 0.4590 -0.7615 -0.8863 0.337 -0.347 0.080 0.811
O 1.4132 -2.9781 5.1719 0.503 0.015 0.105 -0.497
C 0.1342 -3.4930 4.9534 -0.642 -0.179 0.065 -1.329
C -0.5066 -3.1707 3.5850 -0.068 -0.200 0.024 1.803
C -1.6521 -4.2009 3.4231 0.453 -0.258 0.331 -1.149
O -2.6093 -3.9062 2.4486 -0.425 0.057 -0.173 -0.468
C 0.5633 -3.3275 2.5128 0.226 -0.114 -0.301 -1.128
Se -0.0454 -3.3200 0.6448 -0.277 -0.412 -0.311 -0.842
C -1.1275 -1.7850 3.5423 -0.160 0.502 0.126 -0.871
Se -0.0739 -0.2970 4.2909 0.354 0.250 0.225 -0.704
H 1.3298 -2.0165 5.0412 0.008 0.243 -0.043 0.264
H -0.5593 -3.1431 5.7372 -0.005 -0.067 -0.025 0.291
H 0.2309 -4.5819 5.0510 -0.084 -0.010 -0.035 0.445
H -2.2075 -4.2697 4.3695 0.145 0.009 0.022 0.421
H -1.1903 -5.1868 3.2342 -0.040 0.047 0.026 0.250
H -2.1095 -3.7486 1.6243 0.121 0.056 -0.186 0.261
H 1.0816 -4.2837 2.6247 0.023 0.124 0.248 0.455
H 1.2907 -2.5214 2.5966 -0.005 -0.102 0.208 0.291
H -2.0662 -1.7778 4.1005 -0.046 -0.153 -0.133 0.449
H -1.3295 -1.5139 2.5039 -0.145 -0.203 0.079 0.272
Cl -0.3399 -2.3692 -3.5615 -0.528 -0.782 0.387 -0.224
C 0.5448 -1.1072 -4.3387 0.425 0.826 -0.059 1.300
C 0.9218 -0.0169 -3.5570 0.175 -0.048 -0.940 -1.356
C 1.6173 0.9497 -4.2763 -0.410 -0.709 0.148 0.673
Cl 2.1107 2.3738 -3.4126 0.272 0.725 -0.023 -0.258
C 1.9436 0.8601 -5.6244 0.040 0.081 -0.046 -0.558
Cl 2.8316 2.1029 -6.4452 0.087 0.160 -0.012 -0.224
C 1.5451 -0.2609 -6.3405 -0.010 -0.036 0.005 0.752
Cl 1.9418 -0.4213 -8.0144 0.024 0.011 -0.142 -0.237
C 0.8274 -1.2570 -5.6911 0.024 -0.022 -0.083 -0.647
Cl 0.3193 -2.6482 -6.5905 -0.075 -0.144 -0.032 -0.226
C 2.0954 2.4739 2.0471 -0.042 0.068 -0.124 -1.029
Sb 2.0045 2.1842 -0.0870 0.480 0.370 0.668 0.720
C 3.9418 3.1438 -0.3173 -0.111 -0.022 -0.073 -1.344
C 0.9461 4.0409 -0.3748 0.048 -0.171 -0.121 -1.369
H 2.0653 3.5371 2.2774 0.063 0.151 -0.016 0.394
H 3.0171 2.0513 2.4365 0.122 -0.083 0.047 0.368
H 1.2651 1.9821 2.5384 -0.170 -0.203 0.087 0.042
H 3.9661 4.0774 0.2389 -0.045 0.125 0.098 0.361
H 4.1583 3.3478 -1.3608 0.034 0.021 -0.198 0.334
H 4.7166 2.4908 0.0721 0.123 -0.148 0.061 0.367
H 1.5010 4.8594 0.0746 0.155 0.043 0.107 0.449
H -0.0191 3.9631 0.1079 -0.271 -0.046 0.127 0.377
H 0.7954 4.2479 -1.4269 -0.046 0.008 -0.251 0.360
C -3.0880 0.6165 -3.3027 -0.035 0.151 -0.030 -0.836
C -2.5201 1.9120 -2.7202 -0.054 -0.234 -0.259 -0.418
C -2.1450 1.7240 -1.2982 -0.620 0.295 0.152 -0.146
N -0.9785 1.4060 -0.8949 -0.288 0.502 -1.382 0.289
N -0.8525 1.2315 0.4166 0.503 -0.155 1.497 0.106
C -1.9468 1.4219 1.0830 -1.072 0.358 -0.516 0.153
N -2.0672 1.4025 2.4010 -0.229 0.161 0.361 -0.125
S -3.3134 1.8489 0.0182 0.791 -0.172 0.044 -0.315
H -3.3899 0.7749 -4.3362 -0.059 -0.065 -0.107 0.347
H -3.9552 0.2904 -2.7272 -0.029 -0.077 -0.033 0.334
H -2.3350 -0.1676 -3.2789 0.042 -0.079 0.012 0.108
H -3.2621 2.7097 -2.8062 0.113 0.075 -0.035 0.387
H -1.6161 2.1903 -3.2667 -0.047 0.075 0.057 0.085
H -1.2942 0.9917 2.9519 0.333 -0.230 0.373 -0.276
H -2.9786 1.3251 2.8170 0.019 -0.041 -0.081 0.259
```
Forces are in eV/Å.

Properties
HOMO energy ... -1.386 eV
Charge ... -2
Kohn-Sham gap ... 5.136 eV

=====

No. 3
# C18H26ClNO4

C18H26ClNO4 in the gas phase (wB97M-V/def2-TZVPD, the OMol25 dataset).

The geometry in XYZ format:
```
50
Properties=species:S:1:pos:R:3:forces:R:3:mulliken_charge:R:1
N 1.2091 4.0978 -0.2549 -0.930 -1.023 0.484 -0.709
C 1.9852 2.8315 -0.4503 1.412 -0.396 -0.021 -0.261
C 1.9299 2.2221 -1.9330 0.384 0.739 -0.130 -0.393
C 0.4537 2.0046 -2.5407 0.551 -1.049 0.280 -0.761
C -0.7052 1.7637 -1.4609 -1.079 -0.188 -0.298 -0.264
C -0.5401 0.4061 -0.6085 0.406 0.003 -0.382 -0.057
C -1.8641 -0.0085 0.2114 0.639 1.402 0.586 1.188
C -3.0953 -0.6788 -0.5891 0.262 -1.041 -0.812 -1.012
C -2.6416 -1.5542 -1.8678 0.296 -0.261 0.430 -0.138
O -3.8336 -2.1061 -2.5097 0.989 0.927 -0.324 -0.558
O -2.5010 1.2319 0.7084 -0.754 -0.340 2.683 -0.496
C -3.0712 0.9685 2.0145 -0.440 1.343 0.318 0.410
O -3.6003 1.8091 2.7612 2.075 -3.962 -3.422 -0.547
O -2.8402 -0.4521 2.2518 0.434 3.135 0.055 -0.463
C -1.4898 -0.6218 1.6762 -3.123 -1.988 -0.789 0.746
Cl -0.4838 0.3949 2.8180 0.210 -0.936 -1.308 -0.135
C -1.3235 -2.2183 1.6537 1.092 -0.264 -0.565 -0.384
C 0.0473 -2.7738 2.2776 -0.003 0.122 -0.043 -1.037
C 1.3739 -2.1486 1.6272 2.811 1.503 -0.344 0.695
C 1.6527 -2.0162 0.1098 2.118 1.048 2.689 -0.269
C 2.9581 -1.3478 -0.3841 -0.311 0.116 3.130 -0.383
C 4.0182 -0.7731 0.5899 -3.312 -1.853 1.975 -0.557
C 3.7627 -0.9254 2.1249 -3.004 -1.495 -2.093 -0.414
C 2.4426 -1.6022 2.6329 1.037 0.457 -3.896 -0.556
H 0.5795 4.2999 -1.0446 0.588 -0.267 0.360 0.331
H 0.5603 3.8936 0.5345 0.633 0.570 -0.799 0.300
H 3.0964 3.1038 -0.2563 -1.667 -0.604 -0.335 0.300
H 1.7243 2.0708 0.3804 0.255 1.023 -1.512 0.043
H 2.4508 2.9998 -2.6183 -0.760 -1.224 1.110 0.350
H 2.5997 1.2810 -2.0061 -1.287 1.397 0.333 0.129
H 0.5057 1.0364 -3.1780 -0.184 1.608 0.831 0.264
H 0.2410 2.8651 -3.2607 -0.085 -1.162 1.158 0.339
H -0.9024 2.6559 -0.7643 0.502 -1.433 -1.089 0.089
H -1.6883 1.6349 -2.0648 1.472 0.255 0.923 0.469
H 0.3351 0.4505 0.1442 -1.449 0.129 -1.233 -0.373
H -0.2266 -0.4064 -1.3732 -0.739 1.076 1.388 0.127
H -3.7411 -1.3758 0.0553 1.148 1.102 -0.703 0.283
H -3.7998 0.1770 -0.9150 1.386 -1.327 0.377 0.378
H -1.9809 -0.9500 -2.5940 -1.189 -0.822 1.046 0.283
H -2.0260 -2.4783 -1.5319 -0.763 1.603 -0.370 0.036
H -3.8041 -1.9087 -3.4690 0.038 -0.139 0.953 0.358
H -2.2391 -2.6867 2.1608 1.469 0.809 -0.568 0.362
H -1.3439 -2.5713 0.5505 -0.070 0.770 1.719 -0.100
H 0.0269 -3.9276 2.1795 0.157 1.889 0.092 0.389
H 0.0480 -2.5248 3.3982 0.155 -0.392 -1.649 0.304
H 0.8636 -2.4111 -0.6198 1.465 0.673 1.079 0.375
H 3.1485 -1.2283 -1.4988 -0.375 -0.277 1.668 0.375
H 4.9677 -0.2500 0.2429 -1.571 -0.898 0.355 0.347
H 4.4856 -0.5653 2.9337 -1.043 -0.474 -1.562 0.320
H 2.2756 -1.6879 3.7562 0.158 0.115 -1.776 0.275
```
Forces are in eV/Å.

Properties
HOMO energy ... -8.993 eV
Kohn-Sham gap ... 9.308 eV